{
  "formula": "C3H12N2O",
  "method": "ωB97M-V/def2-TZVPD",
  "e_lumo_ha": 0.03297,
  "homo_ev": -9.28,
  "relative_energy_ev": 1.228,
  "homo_lumo_gap_ha": 0.3740,
  "smiles": "C=C.NCO.N",
  "total_charge": 0,
  "max_force_ha_per_bohr": 0.0194,
  "energy_ha": -306.1988,
  "species": ["C", "C", "H", "H", "H", "H", "N", "C", "O", "H", "H", "H", "H", "H", "N", "H", "H", "H"],
  "positions_angstrom": [[3.00270, -0.69666, -0.09681], [2.83463, -1.97940, 0.19440], [3.12352, -0.33296, -1.11127], [3.06783, 0.03903, 0.70328], [2.75318, -2.69009, -0.61178], [2.76432, -2.22278, 1.24895], [-0.52503, -0.64782, -0.76984], [-1.50658, 0.33994, -1.01084], [-2.86833, -0.08695, -0.83257], [-0.43539, -0.91203, 0.19761], [-0.42103, -1.40482, -1.41904], [-1.33441, 1.16490, -0.30800], [-1.45927, 0.68435, -2.03014], [-2.85720, -0.71684, -0.10512], [-0.42589, 2.48214, 2.05870], [-0.29431, 2.57614, 3.06701], [-1.08808, 3.20425, 1.80017], [0.45395, 2.75544, 1.63667]],
  "forces_ev_per_angstrom": [[0.218, 0.073, 0.153], [0.036, 0.994, 0.037], [-0.149, -0.033, 0.053], [-0.007, -0.050, -0.209], [0.019, -0.443, 0.235], [-0.097, -0.579, -0.243], [0.393, 0.304, 0.199], [-0.418, 0.016, 0.609], [-0.023, -0.187, -0.153], [0.160, -0.123, -0.056], [-0.246, -0.144, -0.059], [0.122, -0.045, -0.228], [0.113, 0.203, -0.351], [-0.110, 0.049, 0.034], [0.071, 0.125, 0.335], [-0.046, -0.090, -0.282], [-0.098, -0.013, -0.034], [0.063, -0.059, -0.041]]
}